Run one
{
  "formula": "C4H5N3OS",
  "method": "ωB97M-V/def2-TZVPD",
  "mol_weight_g_mol": 143.17,
  "lumo_energy_ev": 0.54,
  "orbital_gap_ha": 0.34267,
  "charge": 0,
  "multiplicity": 1,
  "species": ["C", "C", "C", "C", "N", "N", "N", "O", "S", "H", "H", "H", "H", "H"],
  "positions_angstrom": [[-1.850, -0.974, -0.340], [-1.462, -0.155, -1.370], [-1.576, 0.997, 0.921], [1.832, 0.532, 0.631], [-1.682, -0.348, 0.910], [2.532, -0.069, -0.115], [1.265, 0.747, 1.655], [3.547, 0.280, -0.992], [-1.315, 1.458, -0.728], [-2.184, -2.025, -0.265], [-1.499, -0.209, -2.394], [-1.700, -0.729, 1.829], [0.290, 0.906, 1.802], [3.801, -0.409, -1.545]]
}

Run two
{
  "formula": "C4H5N3OS",
  "method": "ωB97M-V/def2-TZVPD",
  "mol_weight_g_mol": 143.17,
  "lumo_energy_ev": 0.22,
  "orbital_gap_ha": 0.31839,
  "smiles": "NC(=S)c1nccn1O",
  "charge": 0,
  "multiplicity": 1,
  "species": ["C", "C", "C", "C", "N", "N", "N", "O", "S", "H", "H", "H", "H", "H"],
  "positions_angstrom": [[-0.115, -0.712, -2.172], [-1.144, -0.967, -1.310], [0.499, 0.044, -0.281], [1.465, 0.958, 0.830], [0.887, -0.079, -1.521], [-0.734, -0.472, -0.104], [0.760, 1.274, 1.917], [-1.469, -0.507, 1.073], [2.995, 1.325, 0.501], [-0.029, -0.923, -3.217], [-2.093, -1.447, -1.436], [-0.198, 0.987, 2.032], [1.200, 1.818, 2.642], [-2.024, -1.301, 1.045]]
}

Run three
{
  "formula": "C4H5N3OS",
  "method": "ωB97M-V/def2-TZVPD",
  "mol_weight_g_mol": 143.17,
  "lumo_energy_ev": 0.49,
  "orbital_gap_ha": 0.32117,
  "charge": 0,
  "multiplicity": 1,
  "species": ["C", "C", "C", "C", "N", "N", "N", "O", "S", "H", "H", "H", "H", "H"],
  "positions_angstrom": [[-3.164, 1.148, 0.265], [-2.670, 0.041, 0.941], [-0.822, 1.355, -0.157], [3.178, 0.645, -0.070], [-2.017, 1.724, -0.426], [4.409, 0.492, -0.140], [2.044, 0.786, -0.375], [5.161, 0.006, 0.959], [-0.945, -0.081, 0.677], [-4.118, 1.520, -0.030], [-3.284, -0.571, 1.579], [-2.079, 2.514, -1.066], [1.074, 1.219, -0.326], [5.765, -0.684, 0.628]]
}

It comes down to run two, which is 2.506 eV more stable than the next structure.

Run one
{
  "formula": "C4H13N2OS",
  "method": "ωB97M-V/def2-TZVPD",
  "mol_weight_g_mol": 137.23,
  "lumo_energy_ev": 2.69,
  "orbital_gap_ha": 0.18573,
  "charge": -1,
  "multiplicity": 1,
  "species": ["C", "N", "C", "C", "S", "C", "N", "H", "H", "H", "H", "H", "H", "H", "H", "H", "H", "H", "H", "H", "O"],
  "positions_angstrom": [[1.082, -1.040, 1.731], [0.422, 0.193, 1.316], [-0.493, -0.018, 0.185], [-1.853, -0.519, 0.686], [-3.090, -1.031, -0.553], [-0.592, 1.307, -0.563], [-1.342, 1.329, -1.824], [0.352, -1.847, 1.743], [1.868, -1.351, 1.030], [1.539, -0.965, 2.722], [1.128, 0.855, 1.016], [-0.093, -0.785, -0.500], [-2.232, 0.254, 1.359], [-1.655, -1.401, 1.305], [0.402, 1.680, -0.791], [-1.014, 2.042, 0.131], [-2.210, 0.812, -1.649], [-0.848, 0.684, -2.442], [3.285, -0.517, -1.166], [2.756, 0.210, -2.342], [2.586, 0.109, -1.395]]
}

Run two
{
  "formula": "C4H13N2OS",
  "method": "ωB97M-V/def2-TZVPD",
  "mol_weight_g_mol": 137.23,
  "lumo_energy_ev": 3.64,
  "orbital_gap_ha": 0.24042,
  "charge": -1,
  "multiplicity": 1,
  "species": ["C", "N", "C", "N", "C", "C", "S", "H", "H", "H", "H", "H", "H", "H", "H", "H", "H", "H", "H", "H", "O"],
  "positions_angstrom": [[1.387, -0.352, 0.435], [1.526, 1.117, -0.061], [2.293, 1.051, -1.395], [1.687, 0.072, -2.304], [-0.068, -0.436, 0.980], [-1.212, -0.863, 0.078], [-2.011, 0.521, -1.047], [1.576, -1.200, -0.325], [2.175, -0.370, 1.069], [0.565, 1.575, -0.203], [3.318, 0.745, -1.336], [2.149, 1.946, -1.956], [0.643, 0.240, -2.270], [1.827, -0.903, -2.041], [-0.320, 0.470, 1.490], [0.115, -1.119, 1.890], [-0.894, -1.645, -0.712], [-2.107, -1.280, 0.593], [-5.051, 0.118, 2.454], [-3.523, 0.072, 1.982], [-4.073, 0.244, 2.677]]
}

Run three
{
  "formula": "C4H13N2OS",
  "method": "ωB97M-V/def2-TZVPD",
  "mol_weight_g_mol": 137.23,
  "lumo_energy_ev": 3.89,
  "orbital_gap_ha": 0.25803,
  "charge": -1,
  "multiplicity": 1,
  "species": ["C", "N", "C", "N", "C", "C", "S", "H", "H", "H", "H", "H", "H", "H", "H", "H", "H", "H", "H", "H", "O"],
  "positions_angstrom": [[-1.410, -0.134, -0.033], [-0.759, -0.265, 1.348], [-0.199, -1.579, 1.603], [0.840, -2.130, 0.653], [-1.448, 1.296, -0.464], [-0.133, 2.049, -0.808], [1.440, 1.638, 0.061], [-0.799, -0.845, -0.578], [-2.417, -0.459, 0.232], [0.051, 0.360, 1.354], [-0.997, -2.332, 1.574], [0.206, -1.597, 2.605], [0.830, -1.543, -0.171], [1.743, -1.901, 1.070], [-1.934, 1.867, 0.347], [-2.090, 1.434, -1.337], [0.043, 1.882, -1.884], [-0.341, 3.101, -0.600], [1.883, 0.254, -1.701], [3.038, -0.595, -1.261], [2.454, -0.502, -2.010]]
}

It comes down to run three, which is 0.164 eV more stable than the next structure.